No. 1
{
  "formula": "C4H12",
  "method": "ωB97M-V/def2-TZVPD",
  "gap_ev": [11.18, 3.01],
  "total_energy_ha": -159.1141,
  "fmax_ev_per_a": 5.9,
  "charge": 1,
  "multiplicity": 2,
  "lumo_energy_ev": [-3.50, -11.67],
  "elements": ["C", "C", "H", "H", "H", "H", "H", "H", "C", "C", "H", "H", "H", "H", "H", "H"],
  "xyz": [[-2.122, -0.163, 1.168], [-1.884, -1.283, 0.109], [-1.262, 0.356, 1.354], [-2.865, 0.430, 0.491], [-2.458, -0.481, 2.090], [-1.413, -0.875, -0.705], [-1.220, -2.036, 0.600], [-2.781, -1.669, -0.280], [2.749, 0.550, -0.536], [1.265, 0.916, -0.714], [3.068, -0.405, -0.729], [3.322, 1.014, -1.400], [3.055, 0.863, 0.498], [0.957, 1.019, -1.768], [0.682, 0.068, -0.410], [0.869, 1.598, 0.102]],
  "lowdin_spin": [0.0033, 0.0275, 0.0012, -0.0001, 0.0020, 0.0113, -0.0004, 0.0059, 0.2775, 0.2901, 0.0743, 0.1021, 0.0147, 0.0105, 0.1408, 0.0393]
}

No. 2
{
  "formula": "H28O14",
  "method": "ωB97M-V/def2-TZVPD",
  "gap_ev": 10.37,
  "total_energy_ha": -1070.1249,
  "fmax_ev_per_a": 0.5,
  "multiplicity": 1,
  "lumo_energy_ev": -0.21,
  "elements": ["O", "H", "H", "O", "H", "H", "O", "H", "H", "O", "H", "H", "O", "H", "H", "O", "H", "H", "O", "H", "H", "O", "H", "H", "O", "H", "H", "O", "H", "H", "O", "H", "H", "O", "H", "H", "O", "H", "H", "O", "H", "H"],
  "xyz": [[-1.761, 4.172, -0.357], [-1.364, 4.980, -0.682], [-1.537, 3.514, -1.014], [-2.352, -4.297, -0.455], [-1.702, -3.738, -0.881], [-1.940, -5.161, -0.420], [4.731, 1.803, -0.071], [4.047, 2.387, 0.255], [4.329, 0.935, -0.068], [3.539, -1.572, 0.396], [4.122, -1.903, -0.288], [3.754, -2.095, 1.168], [-2.567, -1.181, 2.961], [-1.755, -1.676, 2.848], [-2.397, -0.342, 2.532], [2.147, 0.198, -3.686], [1.378, 0.762, -3.763], [2.506, 0.159, -4.572], [1.884, 3.558, 0.513], [1.220, 4.094, 0.079], [1.515, 2.675, 0.515], [-0.022, 0.304, 0.194], [0.494, -0.445, -0.105], [-0.895, 0.152, -0.166], [1.542, 0.192, 3.534], [1.751, -0.639, 3.107], [0.837, 0.563, 3.004], [0.126, -3.389, 2.317], [-0.311, -4.181, 2.002], [0.965, -3.698, 2.660], [-3.905, -0.120, -1.027], [-4.102, -1.030, -1.247], [-4.741, 0.242, -0.733], [-2.303, 2.428, 2.657], [-2.013, 2.787, 1.818], [-2.054, 3.091, 3.300], [-1.622, 1.510, -3.186], [-1.989, 2.267, -3.643], [-2.365, 1.131, -2.716], [0.567, -2.885, -2.365], [1.068, -2.082, -2.503], [1.173, -3.472, -1.913]],
  "lowdin_charge": [-0.0368, 0.0372, 0.0191, -0.0480, 0.0114, 0.0275, -0.0518, 0.0037, 0.0017, -0.0413, 0.0369, 0.0333, -0.0510, 0.0004, 0.0041, -0.0445, 0.0246, 0.0338, -0.0379, 0.0192, 0.0183, -0.0370, 0.0247, 0.0244, -0.0450, 0.0129, 0.0162, -0.0399, 0.0291, 0.0310, -0.0402, 0.0389, 0.0402, -0.0434, 0.0027, 0.0363, -0.0469, 0.0326, 0.0072, -0.0456, 0.0115, 0.0303]
}

No. 3
{
  "formula": "H4SSi",
  "method": "ωB97M-V/def2-TZVPD",
  "gap_ev": 8.50,
  "total_energy_ha": -689.9901,
  "fmax_ev_per_a": 4.1,
  "multiplicity": 1,
  "lumo_energy_ev": -1.14,
  "elements": ["Si", "S", "H", "H", "H", "H"],
  "xyz": [[-0.246, -0.462, 0.270], [1.357, 0.240, -0.964], [-0.128, 0.170, 1.580], [-1.498, -0.108, -0.381], [-0.068, -1.906, 0.358], [0.583, 2.066, -0.862]],
  "lowdin_charge": [0.1495, 0.1095, -0.1158, -0.1179, -0.1161, 0.0908]
}

No. 4
{
  "formula": "C4H8O2S",
  "method": "ωB97M-V/def2-TZVPD",
  "gap_ev": 9.15,
  "total_energy_ha": -705.6887,
  "fmax_ev_per_a": 6.5,
  "multiplicity": 1,
  "lumo_energy_ev": 0.34,
  "elements": ["C", "C", "C", "C", "H", "H", "H", "H", "H", "H", "H", "H", "O", "O", "S"],
  "xyz": [[-0.657, 0.916, 0.674], [-0.231, -0.036, -0.360], [1.334, -0.291, -0.228], [-0.969, -1.195, -0.897], [-1.812, 1.006, 2.417], [-1.776, 1.408, 0.237], [0.010, 1.766, 0.952], [1.361, -1.420, 0.597], [1.774, -0.830, -1.233], [2.766, 1.053, -0.751], [-0.196, -1.928, -0.981], [-1.958, -1.621, -0.443], [-1.027, 0.347, 1.895], [2.148, 0.833, 0.229], [-0.769, -0.007, -2.108]],
  "lowdin_charge": [-0.3187, -0.7131, -0.2786, -0.5051, 0.2210, 0.1735, 0.1203, 0.1979, 0.1348, 0.2309, 0.0438, 0.1397, -0.1524, -0.1640, 0.8698]
}